Arrangement A

C6H6N2O2 | the ωB97M-V functional and the def2-TZVPD basis

For the lowest unoccupied orbital energy, the calculation gives 0.194 eV. The calculation puts the orbital gap at 9.57 eV. The SMILES is O=[N+]([O-])Nc1ccccc1.

Geometry as ORCA input:
```
! wB97M-V def2-TZVPD RIJCOSX def2/J DEFGRID3
* xyz 0 1
O 0.5639 3.7434 0.3376
N 0.3543 2.7810 -0.4759
O 0.7411 2.4605 -1.5197
N -0.8226 1.8602 0.1439
C -0.3726 0.4793 0.0799
C -0.5537 -0.2829 -1.1190
C -0.3637 -1.7103 -1.0867
C 0.0547 -2.3294 0.0975
C 0.4886 -1.5924 1.1579
C 0.4239 -0.1611 1.0520
H -0.7873 2.2005 1.1467
H -1.1502 0.2343 -1.9713
H -0.7020 -2.4189 -1.8102
H 0.2449 -3.4285 -0.0090
H 0.7635 -2.1103 2.0283
H 1.1172 0.2746 1.9482
*
```

Mulliken population analysis, charges in e, atoms 1 to 8:
1. O -0.5578
2. N 0.9599
3. O -0.4586
4. N -0.4592
5. C 0.3554
6. C -0.0715
7. C -0.5604
8. C -0.2317

=====

Arrangement B

C6H6N2O2 | the ωB97M-V functional and the def2-TZVPD basis

For the lowest unoccupied orbital energy, the calculation gives -0.161 eV. The calculation puts the orbital gap at 9.66 eV. The SMILES is Cc1cnc(C(=O)O)cn1.

Geometry as ORCA input:
```
! wB97M-V def2-TZVPD RIJCOSX def2/J DEFGRID3
* xyz 0 1
C 2.4846 -2.3613 -0.6415
C 1.4159 -1.3762 -0.3493
C 0.1260 -1.7118 -0.0752
N -0.7620 -0.8304 0.4153
C -0.4145 0.4107 0.2286
C -1.4419 1.5907 0.3683
O -1.1307 2.6972 0.1356
O -2.6844 1.1310 0.6642
C 0.7741 0.8311 -0.2153
N 1.6945 -0.0579 -0.5300
H 1.9346 -3.0966 -1.2961
H 2.6326 -2.9869 0.3276
H 3.4734 -1.9460 -1.0325
H -0.0189 -2.8236 0.1513
H -2.6614 0.2058 0.6875
H 0.9668 1.9399 -0.3273
*
```

Mulliken population analysis, charges in e, atoms 1 to 8:
1. C -1.0772
2. C 0.8324
3. C -0.5258
4. N -0.5604
5. C 0.6944
6. C 0.3159
7. O -0.4957
8. O -0.5156

=====

arrangement B wins, 0.1682 hartree ahead of the next structure.